1.
A molecular structure, C43H34ClOP2PdS, computed with wB97M-V/def2-TZVPD.

XYZ file:
```
83
Properties=species:S:1:pos:R:3:forces:R:3
H 3.78532 0.43063 -2.17213 -0.013 0.011 -0.017
C -3.21324 2.38699 2.08384 -0.004 0.005 0.044
P -1.81338 0.51354 0.55577 -0.293 -0.126 -0.076
C 1.86728 -2.55816 0.62395 0.113 -0.059 -0.262
C -2.97872 2.90592 -0.25132 -0.030 -0.012 -0.074
H 0.84748 1.40781 -1.95624 -0.032 -0.108 0.030
H -5.06448 -1.64694 3.61624 0.003 0.001 -0.003
H 3.28958 -3.67629 -0.53095 -0.005 0.006 -0.011
C -2.08304 -1.75620 -0.95327 0.148 -0.040 -0.011
C -1.36692 -1.27136 2.70208 -0.091 0.012 -0.039
C -1.71336 -2.03096 3.81564 0.038 0.029 -0.019
H 7.24345 -1.51294 -0.57153 -0.008 -0.002 0.001
Cl 0.87424 3.09709 1.78627 -0.001 0.075 -0.008
C 3.07731 -0.24056 -2.64323 -0.057 -0.009 0.091
H 0.57712 -2.63558 -4.34763 0.021 0.008 0.011
C -3.57249 -2.13262 -2.79845 -0.002 0.018 0.020
Pd 0.47721 0.41525 0.51138 0.385 -0.341 0.186
H 3.57134 0.31413 2.19515 0.008 -0.002 0.008
C 2.29296 -1.09247 -1.86191 0.151 -0.178 0.051
H 1.96748 -1.11747 -5.71886 0.008 -0.006 0.002
C -0.18918 5.15057 0.39628 -0.089 0.165 -0.092
C 2.47671 -3.72864 0.18291 -0.038 -0.002 -0.034
S 0.33193 -1.08279 2.23871 0.104 0.410 0.276
H -3.85285 4.74714 -0.89509 0.011 0.007 -0.016
C 6.43888 -1.11690 0.03388 -0.030 -0.011 -0.013
C -3.04979 -2.16015 4.14119 0.018 -0.028 0.060
C 2.03153 -4.96135 0.63418 0.071 0.005 -0.053
H -4.83748 -0.48176 -3.31606 0.005 -0.005 0.005
H -2.57263 2.68852 -1.22967 -0.038 -0.035 -0.029
C -3.89887 3.57716 2.27624 0.019 -0.067 0.062
H 1.98862 1.91976 -0.69933 -0.031 0.031 -0.153
C 0.97484 -5.03775 1.52922 -0.065 -0.036 0.057
H 3.58073 0.40404 -4.62099 -0.012 0.015 0.006
C 6.72066 -0.47216 1.23121 0.012 0.006 0.019
C 2.96108 -0.25279 -4.02506 -0.048 -0.046 -0.019
H -0.94104 -2.48390 4.42460 -0.004 0.007 -0.006
C -4.15293 4.41540 1.20317 -0.005 0.062 -0.033
C 2.05881 -1.11015 -4.64082 0.042 0.020 0.032
H 2.50409 -5.86721 0.27815 0.002 0.008 0.002
H 0.61985 -6.00199 1.86748 -0.003 0.005 -0.001
H -3.96827 -2.78233 -3.56769 0.008 0.004 -0.003
C 0.37722 -3.88186 2.00557 -0.018 -0.024 0.081
H 4.90901 -1.74788 -1.32724 0.017 -0.001 -0.001
C -2.58329 -2.59083 -1.93649 0.005 0.015 0.007
C -3.68501 4.08228 -0.05894 0.056 0.006 -0.020
H -1.01775 6.78897 -0.71076 0.012 -0.002 0.007
H -2.20412 -3.60083 -2.02782 -0.005 0.001 -0.003
C -2.56412 -0.45344 -0.80678 0.047 0.103 -0.060
C 4.09206 -0.73436 0.39019 0.021 0.148 0.129
H -0.17879 5.66837 1.34542 -0.013 0.034 -0.009
C -0.20521 3.76885 -2.00452 0.072 -0.001 0.035
H -1.30825 -2.13188 -0.28822 -0.044 0.046 -0.043
C -3.56188 -0.00620 -1.66471 -0.075 0.002 0.059
H -4.42012 -0.23391 1.71157 0.017 -0.014 0.006
C 0.29933 3.13447 -0.86585 -0.225 0.304 -0.010
C -2.31229 -0.57607 1.95623 0.007 -0.026 0.031
H -0.19071 3.23215 -2.94653 0.003 -0.017 0.018
H -3.98625 0.98121 -1.55936 0.035 0.054 0.029
H -3.34116 -2.74403 5.00376 0.003 -0.003 -0.001
H 0.77920 -2.62846 -1.90167 -0.011 0.032 0.011
C -0.66987 5.07141 -1.96039 -0.042 0.089 0.153
O 1.14583 -0.81449 3.43335 -0.106 -0.184 -0.050
C 1.39150 -1.95478 -2.48955 0.084 0.045 0.144
C 5.69390 0.04097 2.01035 0.002 -0.005 0.008
C 1.27959 -1.96306 -3.87142 -0.052 0.027 0.013
C -2.77469 2.02600 0.81045 0.079 0.015 0.044
H 5.91668 0.54398 2.94172 -0.006 -0.002 -0.004
C 0.83693 -2.65335 1.55645 -0.025 0.032 0.001
H 7.74740 -0.36727 1.55636 -0.004 0.001 -0.002
H -4.23785 3.84477 3.26842 0.007 -0.008 -0.005
P 2.35521 -0.92172 -0.04647 -0.418 0.153 -0.488
C -4.01837 -1.53408 3.36388 -0.082 0.001 -0.006
C 5.12629 -1.25137 -0.39005 0.002 -0.027 0.054
C -4.05868 -0.84374 -2.65769 0.001 -0.007 0.003
H -4.70139 5.33626 1.35316 0.007 -0.007 -0.006
C -3.65720 -0.74417 2.28778 0.011 0.021 -0.050
C 0.92454 1.81341 -0.94878 0.460 -0.627 -0.188
C 4.37852 -0.08603 1.59106 -0.009 0.021 -0.028
H -0.43591 -3.94545 2.71505 0.018 0.001 -0.017
H -3.02174 1.74510 2.93349 -0.006 0.014 0.001
C -0.65893 5.76947 -0.75727 0.010 -0.130 0.060
C 0.27900 3.85310 0.32336 -0.089 0.109 0.095
H -1.02847 5.54593 -2.86444 -0.012 0.016 0.012
```
Forces are in eV/Å.

HOMO = -10.51 eV
Total charge = +1
ΔE to the lowest compared entry with this formula, charge and spin = 0.00 kcal/mol
Max |F| = 0.80 eV Å⁻¹

Which charges does Mulliken predict for the atoms? In e, they are:
1 H 0.506
2 C -0.722
3 P 2.493
4 C -0.239
5 C -0.399
6 H 0.566
7 H 0.460
8 H 0.468
9 C -0.168
10 C -0.087
11 C -0.310
12 H 0.423
13 Cl -0.179
14 C -0.324
15 H 0.467
16 C -0.678
17 Pd -0.549
18 H 0.278
19 C 0.748
20 H 0.421
21 C -0.665
22 C -0.167
23 S 1.574
24 H 0.470
25 C -0.862
26 C -0.870
27 C -0.805
28 H 0.453
29 H 0.794
30 C -0.876
31 H 0.803
32 C -0.977
33 H 0.448
34 C -0.531
35 C -0.863
36 H 0.697
37 C -0.724
38 C -0.637
39 H 0.444
40 H 0.442
41 H 0.404
42 C -0.798
43 H 0.402
44 C -0.721
45 C -1.153
46 H 0.434
47 H 0.474
48 C 0.592
49 C 0.803
50 H 0.478
51 C -0.322
52 H 0.075
53 C -0.336
54 H 0.567
55 C 0.169
56 C -1.313
57 H 0.475
58 H 0.494
59 H 0.439
60 H 0.268
61 C -0.795
62 O -0.878
63 C -0.641
64 C -0.707
65 C -0.724
66 C 0.770
67 H 0.438
68 C 1.119
69 H 0.407
70 H 0.443
71 P 1.115
72 C -0.807
73 C -0.247
74 C -0.780
75 H 0.430
76 C -0.201
77 C -1.527
78 C -0.713
79 H 0.526
80 H 0.459
81 C -0.548
82 C 0.687
83 H 0.420


2.
2 unconnected molecules or ions with the total composition C30H63N4O6S at a distorted geometry, computed with wB97M-V/def2-TZVPD.

XYZ file:
```
104
Properties=species:S:1:pos:R:3:forces:R:3
O 5.38767 0.50249 1.12473 -0.085 -0.564 1.130
C -2.02002 2.89920 4.46940 -0.062 -0.077 0.259
C 5.23568 0.02168 2.22561 0.305 0.496 -1.185
O 5.34528 -1.34045 2.43019 -0.268 0.544 0.069
C 0.81530 -0.68402 0.35771 -0.332 -0.352 0.244
C 2.10916 -2.80513 1.19550 0.108 0.255 0.597
H 3.36900 -1.38556 3.15508 0.008 0.318 0.142
N -0.85491 -1.18258 -1.67864 -0.061 -0.587 -0.326
C -0.70076 -0.13267 -2.74443 0.110 0.927 0.157
H 4.16650 -4.46423 -7.34475 -0.028 -0.299 -0.278
H -3.85939 -1.64959 2.64666 -0.065 -0.107 0.327
H 1.32626 -4.86707 -2.76660 0.521 -0.044 0.374
H 2.99507 -3.31922 -2.76061 -0.109 0.020 0.506
H 1.63354 -0.64083 -0.34570 0.214 -0.156 -0.345
H 1.10905 -2.72058 -4.60354 0.257 0.177 0.009
C 0.29331 3.35583 -3.18889 0.259 0.513 -0.623
O -5.02152 5.42937 6.03327 0.041 -0.174 0.174
H -2.14696 2.08043 2.51467 -0.015 -0.016 -0.004
H 1.66264 3.37815 -1.50201 0.257 -0.069 0.301
H 4.22232 -2.89450 3.04947 0.045 -0.346 0.128
H -4.07051 -0.04592 2.02760 0.251 0.450 0.117
H 4.99058 -4.82374 -5.79509 0.245 -0.293 0.022
C 0.18863 1.05032 -2.40861 0.220 0.184 0.113
H -3.68058 6.93747 5.80991 0.016 0.010 0.034
C 2.27521 0.82551 -4.48010 -0.806 -0.425 -0.109
H 4.37791 -3.24821 -6.12734 0.012 0.328 0.021
H -2.46752 -0.86952 1.97514 0.273 0.323 -0.084
H -1.17362 -1.35375 0.36001 -0.360 -0.211 0.008
H 2.24798 0.06096 -3.71398 0.231 0.018 0.357
H -6.00451 2.17141 3.28420 0.037 -0.018 -0.051
C 1.61853 3.72414 -2.52465 -0.550 -0.196 -0.430
H -0.03727 -3.90699 -5.14532 0.071 0.052 -0.486
C -3.67398 5.87976 6.08656 -0.031 0.296 -0.228
H 5.20952 0.23900 4.32246 0.216 0.078 0.322
C -5.12975 2.68025 3.68956 -0.094 -0.232 0.030
H -0.15972 1.60752 -1.55056 -0.358 0.063 0.231
H 0.06946 -3.03665 -1.21543 0.172 0.024 0.483
H -3.52350 3.35000 5.73965 -0.010 0.003 0.081
H 0.09430 -2.28103 1.67067 -0.282 0.000 0.023
H -3.26515 5.80301 7.09735 -0.011 -0.123 0.013
C 0.95087 1.54681 -4.66212 -0.478 0.399 -1.017
H -1.19767 -2.51565 -3.88542 -0.487 0.094 0.126
H 4.14207 -2.97263 0.73478 0.559 -0.135 -0.507
N 2.78150 -4.70275 -4.29167 -0.614 1.146 -0.191
C 0.52814 -3.58100 -4.28517 -0.713 -0.213 0.302
H -3.47088 -2.56790 0.46789 0.050 -0.333 -0.264
H 5.36196 1.78936 3.44028 0.039 0.342 -0.079
H -1.06357 -4.02757 -2.93948 -0.534 -0.081 0.029
H -5.10243 3.69620 3.29117 0.054 0.032 0.046
C -5.44357 4.72287 7.18552 -0.058 0.044 -0.113
H 3.82818 0.88065 3.51147 -0.331 0.360 0.014
H 0.94707 -5.66649 -4.24133 -0.034 -0.323 -0.176
H -1.01787 0.28436 -0.14053 -0.414 0.206 -0.420
N -2.62561 3.74313 5.49105 -0.031 0.063 -0.200
C 2.85233 -4.68363 -5.68632 0.540 -0.546 -0.477
H -1.03227 3.30456 4.22567 -0.014 0.040 -0.047
C -2.79061 2.67861 3.17057 0.237 -0.110 -0.174
H -1.66484 0.27555 -3.00326 -0.444 0.077 0.169
H 2.10580 -3.46767 2.05767 -0.146 -0.309 0.159
C 3.50885 -3.57942 -3.67069 -0.101 -0.695 0.274
C -2.81627 5.13248 5.08879 -0.076 -0.213 0.058
H 4.50512 -3.89542 -3.40546 0.426 0.152 -0.021
H -2.98745 3.61373 2.63378 -0.090 0.051 0.102
H -2.36313 -2.68946 -1.35705 0.227 -0.197 0.237
H 2.47504 0.32564 -5.41318 0.167 -0.047 -0.377
C -0.55748 -3.13491 -3.27770 1.508 -0.014 -0.220
H -5.24752 5.29666 8.09501 0.026 -0.040 0.032
H -1.85614 1.91878 4.92504 0.042 -0.031 -0.060
H 1.91179 -3.45783 0.35772 -0.107 0.004 -0.553
H -6.51722 4.56691 7.09959 -0.003 0.021 -0.044
H 1.71914 4.79804 -2.56258 0.032 0.370 0.280
C -2.29347 -1.68507 -1.74630 -0.951 0.835 0.598
H 0.86297 0.24914 0.90227 0.028 0.467 -0.150
C 4.90732 0.81579 3.45998 0.020 -0.897 -0.080
H 1.19666 0.73865 -2.14881 0.283 -0.130 0.044
C -0.59787 -0.69570 -0.27079 0.726 -0.312 0.592
H -3.30894 5.21186 4.11023 0.044 0.159 -0.020
H -4.95654 3.74431 7.26364 0.032 0.022 0.114
H 0.22655 3.91346 -4.11321 -0.123 0.079 -0.326
H 2.43698 3.33092 -3.11286 0.325 -0.179 0.077
O 1.92413 -5.00578 -6.39183 -0.319 -0.086 0.130
H -1.83981 5.62020 5.01844 0.016 -0.017 -0.016
C 3.51091 -2.20755 1.14829 -0.389 -0.764 0.017
H 1.31926 -1.26657 2.35761 -0.113 0.229 0.339
C -3.53692 -0.97034 1.86493 -0.765 -0.514 -0.040
H 0.97898 -1.97813 -2.32482 0.515 0.211 0.222
O -3.98194 1.92936 3.31639 -0.062 0.177 -0.003
S -3.49447 -0.61644 -0.91185 -0.298 -0.193 -0.240
H -5.24668 2.71165 4.77469 -0.001 0.152 0.004
C 1.39445 -4.76926 -3.84417 -0.376 0.112 0.098
C -3.95892 -1.60571 0.55088 0.882 0.105 0.375
C 0.01175 -2.36698 -2.05827 -0.615 -0.200 -0.771
C 4.17960 -4.30147 -6.28183 -0.017 0.318 0.289
H -5.02153 -1.79174 0.55255 -0.332 0.131 -0.262
C 4.05615 -1.95996 2.53677 0.263 0.137 -0.234
H 3.57993 -1.32772 0.52144 0.061 0.274 -0.086
H -2.61845 -1.69428 -2.76880 0.260 -0.061 -0.421
O 0.59052 1.83354 -5.78052 0.222 0.102 0.598
C 1.02579 -1.76932 1.44699 0.224 -0.100 -0.535
H 3.52303 -2.68680 -4.27998 0.157 0.230 -0.233
H 3.05627 1.54952 -4.30111 0.235 0.130 0.268
H -0.32502 -0.56230 -3.66291 0.091 -0.550 -0.075
N 0.12992 1.94516 -3.55291 0.715 -0.609 0.425
H -0.54715 3.69128 -2.59731 -0.308 -0.165 0.288
```
Forces are in eV/Å.

HOMO = -10.61 eV
Total charge = +1
Max |F| = 1.52 eV Å⁻¹

These are the Mulliken partial charges, in e, on atoms 1 to 99:
1 O -0.538
2 C -0.877
3 C 0.841
4 O -0.371
5 C -0.247
6 C -0.902
7 H 0.404
8 N 1.215
9 C -0.693
10 H 0.344
11 H 0.429
12 H 0.679
13 H -0.010
14 H 0.075
15 H 0.338
16 C -0.646
17 O -0.342
18 H -0.062
19 H 0.248
20 H 0.363
21 H 0.266
22 H 0.359
23 C -1.125
24 H 0.401
25 C -0.867
26 H 0.296
27 H 0.177
28 H 0.457
29 H 0.087
30 H 0.319
31 C -0.956
32 H 0.567
33 C -0.816
34 H 0.386
35 C -0.686
36 H 0.600
37 H 0.534
38 H 0.080
39 H 0.425
40 H 0.408
41 C 0.490
42 H 0.459
43 H 0.191
44 N 0.071
45 C -0.656
46 H 0.261
47 H 0.340
48 H 0.486
49 H 0.329
50 C -0.711
51 H 0.244
52 H 0.367
53 H 0.943
54 N -0.308
55 C 0.880
56 H 0.407
57 C 0.031
58 H 0.243
59 H 0.540
60 C -0.657
61 C -0.174
62 H 0.360
63 H 0.324
64 H 0.479
65 H 0.369
66 C -1.141
67 H 0.345
68 H 0.401
69 H 0.219
70 H 0.240
71 H 0.425
72 C -1.120
73 H 0.553
74 C -1.070
75 H 0.265
76 C -1.962
77 H 0.175
78 H 0.298
79 H 0.488
80 H 0.220
81 O -0.572
82 H 0.380
83 C -0.402
84 H 0.468
85 C -0.981
86 H 0.488
87 O -0.354
88 S -0.055
89 H 0.203
90 C -1.495
91 C -0.375
92 C -0.701
93 C -1.238
94 H 0.575
95 C -0.821
96 H 0.333
97 H 0.593
98 O -0.579
99 C -0.801


Let's list E_LUMO in order: -2.7 -2.1 eV.